[1]
This record from the Open Molecules 2025 dataset describes C36H60ClF13IO13SSi2 as an isolated structure in a non-equilibrium geometry. The level of theory is ωB97M-V/def2-TZVPD.

XYZ file:
```
127
Properties=species:S:1:pos:R:3
C 2.57 -1.62 1.94
C 2.83 -2.51 0.63
C 3.90 -1.81 -0.39
C 3.10 -1.62 -1.77
C 3.95 -0.91 -2.93
C 4.19 0.68 -2.67
C 2.96 1.59 -3.13
C 1.74 1.67 -2.09
C 2.15 1.57 -0.55
C 3.11 2.75 -0.04
C 2.78 3.13 1.50
C 2.04 4.58 1.62
C 0.46 4.32 1.80
Si -0.67 5.53 0.83
C 0.37 6.96 0.01
C 0.97 6.39 -1.38
F 2.38 6.73 -1.51
O -1.56 4.80 -0.48
Si -2.48 3.44 0.03
I -2.21 1.72 -1.77
C -4.36 3.78 0.22
C -5.02 2.36 0.70
C -6.15 2.00 -0.38
C -6.64 0.47 -0.30
S -5.50 -0.75 -1.09
O -5.30 -0.48 -2.55
O -4.18 -0.88 -0.38
Cl -6.42 -2.64 -0.95
C -1.82 6.42 2.10
O -2.95 5.96 2.49
O -1.40 7.64 2.57
H 3.30 -0.76 2.08
H 2.57 -2.34 2.84
H 1.50 -1.19 1.92
H 1.82 -2.65 0.08
H 3.17 -3.58 0.89
H 4.26 -0.79 -0.01
H 4.83 -2.47 -0.52
H 2.87 -2.69 -2.15
H 2.10 -1.09 -1.66
H 5.01 -1.38 -2.89
H 3.55 -1.10 -3.98
H 5.07 0.95 -3.37
H 4.57 0.89 -1.62
H 2.53 1.09 -4.09
H 3.30 2.63 -3.46
H 1.26 2.71 -2.23
H 0.89 0.92 -2.30
H 2.64 0.59 -0.25
H 1.18 1.64 0.07
H 4.21 2.40 -0.06
H 3.06 3.68 -0.70
H 3.76 3.24 2.09
H 2.18 2.31 2.02
H 2.41 5.07 2.58
H 2.33 5.14 0.68
H 0.22 4.48 2.91
H 0.27 3.22 1.59
H -0.25 7.90 -0.14
H 1.27 7.18 0.67
H 0.94 5.24 -1.30
H 0.35 6.71 -2.28
H -1.95 2.90 1.30
H -4.85 4.13 -0.76
H -4.60 4.52 1.05
H -4.20 1.55 0.76
H -5.51 2.44 1.72
H -5.78 2.27 -1.43
H -7.06 2.65 -0.16
H -7.62 0.42 -0.91
H -6.90 0.21 0.77
C 6.07 -0.94 -8.53
C 7.27 -1.72 -8.03
O 7.79 -1.13 -6.83
C 7.14 -1.45 -5.69
O 6.18 -2.16 -5.63
C 7.82 -0.79 -4.49
F 8.14 0.50 -4.71
F 8.98 -1.41 -4.17
F 7.07 -0.82 -3.38
H 6.33 0.12 -8.67
H 5.72 -1.34 -9.49
H 5.24 -0.97 -7.82
H 8.07 -1.69 -8.77
H 7.02 -2.77 -7.87
C -13.77 1.59 0.12
C -12.64 2.45 0.65
O -11.61 1.63 1.23
C -10.74 1.07 0.36
O -10.79 1.22 -0.83
C -9.68 0.27 1.11
F -10.20 -0.51 2.07
F -8.78 1.08 1.71
F -8.98 -0.54 0.29
H -14.16 0.93 0.91
H -14.59 2.22 -0.24
H -13.44 0.95 -0.70
H -13.01 3.09 1.45
H -12.23 3.10 -0.13
C -2.77 -2.62 4.81
C -1.63 -1.76 5.34
O -0.59 -2.57 5.90
C 0.27 -3.11 5.02
O 0.21 -2.96 3.83
C 1.34 -3.91 5.75
F 0.83 -4.70 6.72
F 2.24 -3.10 6.35
F 2.05 -4.72 4.94
H -3.14 -3.28 5.60
H -3.59 -1.99 4.46
H -2.43 -3.25 3.99
H -2.00 -1.12 6.14
H -1.23 -1.10 4.56
C 4.40 -8.34 3.99
C 3.61 -7.30 3.22
O 4.47 -6.58 2.31
C 4.74 -7.19 1.15
O 4.33 -8.28 0.84
C 5.62 -6.30 0.27
F 6.64 -5.74 0.95
F 4.91 -5.28 -0.26
F 6.17 -6.96 -0.76
H 5.25 -7.87 4.50
H 3.77 -8.83 4.73
H 4.81 -9.10 3.32
H 3.20 -6.56 3.91
H 2.77 -7.75 2.68
```

2S+1: 1
Calculated total energy (eV): -147465.817
HOMO-LUMO gap (eV): 5.807
Max |F| (eV/Å): 5.26
Total charge: -1


[2]
This record from the Open Molecules 2025 dataset describes a 9-piece molecular cluster, C36H60F12O23 overall in a non-equilibrium geometry. The level of theory is ωB97M-V/def2-TZVPD.

XYZ file:
```
131
Properties=species:S:1:pos:R:3
C -2.58 5.59 -0.23
C -3.51 6.70 0.28
O -2.86 7.68 1.14
C -2.90 8.98 0.74
O -3.43 9.39 -0.29
C -2.16 9.97 1.69
F -1.31 9.31 2.52
F -1.45 10.91 1.06
F -3.08 10.56 2.51
H -1.84 6.02 -0.91
H -3.13 4.77 -0.68
H -1.96 5.23 0.60
H -4.10 6.20 1.04
H -4.12 7.24 -0.44
C -3.30 -1.66 4.81
C -2.88 -1.31 3.35
O -3.21 0.02 3.03
C -4.42 0.32 2.52
O -5.36 -0.53 2.38
C -4.50 1.74 2.13
F -5.33 2.34 2.95
F -3.26 2.29 2.12
F -5.06 1.83 0.92
H -3.23 -0.77 5.43
H -2.72 -2.44 5.29
H -4.33 -2.04 4.80
H -3.28 -1.98 2.58
H -1.80 -1.36 3.20
C -3.19 -1.78 -0.62
C -4.74 -1.66 -0.70
O -5.25 -0.72 -1.67
C -6.55 -0.42 -1.68
O -7.41 -0.94 -0.96
C -6.84 0.79 -2.57
F -7.72 1.64 -1.98
F -5.68 1.36 -2.83
F -7.36 0.30 -3.73
H -2.97 -2.69 -0.07
H -2.70 -0.94 -0.11
H -2.88 -1.99 -1.64
H -5.25 -1.43 0.23
H -5.19 -2.59 -1.05
C 4.48 -4.98 -0.27
C 3.58 -6.05 0.47
O 3.77 -5.78 1.85
C 3.47 -6.66 2.79
O 3.25 -7.80 2.55
C 3.67 -6.08 4.21
F 3.10 -6.84 5.18
F 4.96 -5.95 4.39
F 3.16 -4.85 4.26
H 3.98 -4.02 -0.33
H 4.57 -5.25 -1.32
H 5.41 -4.75 0.24
H 3.95 -7.06 0.27
H 2.55 -5.92 0.16
C 6.25 -1.61 -0.02
C 6.57 -1.28 1.46
O 6.08 -2.23 2.29
C 5.62 -1.86 3.51
O 5.41 -0.72 3.89
O 5.51 -2.97 4.26
C 5.18 -2.78 5.67
H 6.59 -2.63 -0.22
H 6.80 -0.90 -0.64
H 5.21 -1.36 -0.24
H 6.24 -0.25 1.63
H 7.64 -1.30 1.63
H 6.03 -2.28 6.13
H 4.93 -3.67 6.25
H 4.39 -2.04 5.85
C -2.18 -7.40 -2.51
C -1.99 -6.23 -1.43
O -1.39 -6.64 -0.20
C -0.94 -5.76 0.70
O -1.02 -4.54 0.57
O -0.45 -6.46 1.72
C 0.01 -5.83 2.86
H -2.60 -8.22 -1.93
H -1.19 -7.65 -2.89
H -2.92 -7.22 -3.29
H -2.93 -5.77 -1.16
H -1.42 -5.37 -1.77
H 0.79 -5.13 2.56
H 0.32 -6.56 3.60
H -0.76 -5.15 3.22
C 4.08 1.44 0.60
C 2.96 2.39 0.43
O 2.93 2.94 -0.89
C 2.01 3.92 -1.18
O 1.30 4.61 -0.40
O 2.29 4.23 -2.48
C 1.41 5.13 -3.16
H 4.26 1.13 1.62
H 5.03 1.91 0.35
H 4.01 0.60 -0.09
H 3.01 3.19 1.17
H 2.02 1.92 0.74
H 0.99 4.79 -4.10
H 2.10 5.88 -3.55
H 0.71 5.68 -2.52
C -1.23 1.98 -5.08
C -0.08 2.63 -5.78
O -0.60 3.90 -6.27
C 0.25 4.75 -6.90
O 1.44 4.55 -7.13
O -0.34 5.89 -7.09
C 0.41 7.03 -7.47
H -0.97 0.93 -4.96
H -2.13 2.10 -5.68
H -1.29 2.39 -4.07
H 0.36 1.96 -6.52
H 0.74 2.86 -5.10
H 0.89 7.32 -6.53
H -0.31 7.73 -7.88
H 1.22 6.71 -8.12
C 1.95 -1.73 1.63
C 0.67 -1.90 0.79
O 0.47 -0.77 -0.15
C -0.36 0.16 0.13
O -1.00 0.28 1.17
O -0.34 1.07 -0.86
C -1.10 2.28 -0.76
H 2.07 -0.72 2.00
H 2.80 -1.93 0.97
H 2.01 -2.37 2.51
H -0.23 -1.96 1.39
H 0.68 -2.89 0.33
H -2.17 2.09 -0.68
H -1.03 2.89 -1.66
H -0.73 2.82 0.12
```

2S+1: 1
Calculated total energy (eV): -118005.908
HOMO-LUMO gap (eV): 11.074
Max |F| (eV/Å): 6.68
SMILES: CCOC(=O)C(F)(F)F.CCOC(=O)C(F)(F)F.CCOC(=O)C(F)(F)F.CCOC(=O)C(F)(F)F.CCOC(=O)OC.CCOC(=O)OC.CCOC(=O)OC.CCOC(=O)OC.CCOC(=O)OC
Total charge: 0
Energy above the lowest of the compared OMol25 structures with the same formula, charge and spin (kJ/mol): 308.67